[1]
{
  "formula": "C4H4N2O",
  "method": "the ωB97M-V functional and the def2-TZVPD basis",
  "orbital_gap_ha": 0.3525,
  "energy_ha": -339.398265,
  "spin_multiplicity": 1,
  "relative_energy_kcal_mol": 115.1,
  "homo_ev": -9.6,
  "species": ["O", "C", "C", "C", "N", "C", "N", "H", "H", "H", "H"],
  "xyz": [[2.330, -0.947, -0.088], [1.173, -0.607, -0.043], [0.591, 0.705, 0.006], [-0.600, 1.218, 0.041], [-1.544, 0.224, 0.044], [-1.144, -1.093, 0.005], [0.071, -1.510, -0.034], [1.803, 1.701, 0.386], [1.802, 1.696, -0.398], [-2.532, 0.437, 0.073], [-1.952, -1.825, 0.008]]
}



[2]
{
  "formula": "C4H4N2O",
  "method": "the ωB97M-V functional and the def2-TZVPD basis",
  "orbital_gap_ha": 0.2991,
  "energy_ha": -339.479804,
  "spin_multiplicity": 1,
  "relative_energy_kcal_mol": 63.9,
  "homo_ev": -8.7,
  "species": ["N", "C", "C", "N", "C", "C", "O", "H", "H", "H", "H"],
  "xyz": [[-1.260, -2.141, 0.119], [-0.855, -1.177, -0.493], [-0.361, -0.293, -1.376], [0.566, 0.709, -1.211], [1.051, 1.182, -0.120], [0.707, 0.804, 1.259], [-0.078, -0.077, 1.555], [-1.983, -2.021, 0.824], [-0.730, -0.404, -2.393], [1.749, 2.016, -0.220], [1.194, 1.401, 2.054]]
}



[3]
{
  "formula": "C4H4N2O",
  "method": "the ωB97M-V functional and the def2-TZVPD basis",
  "orbital_gap_ha": 0.3442,
  "energy_ha": -339.496352,
  "spin_multiplicity": 1,
  "relative_energy_kcal_mol": 53.5,
  "homo_ev": -9.2,
  "species": ["O", "C", "C", "C", "N", "C", "N", "H", "H", "H", "H"],
  "xyz": [[-2.489, -1.220, 0.397], [-1.770, -0.372, 0.028], [-0.449, -0.135, -0.237], [0.023, 1.170, -0.121], [1.365, 1.116, 0.173], [1.677, -0.151, 0.115], [0.647, -0.961, -0.188], [-1.957, 0.977, 0.213], [-0.312, 2.091, -0.576], [2.667, -0.557, 0.257], [0.597, -1.959, -0.060]]
}



[4]
{
  "formula": "C4H4N2O",
  "method": "the ωB97M-V functional and the def2-TZVPD basis",
  "orbital_gap_ha": 0.3561,
  "energy_ha": -339.574748,
  "spin_multiplicity": 1,
  "relative_energy_kcal_mol": 4.3,
  "homo_ev": -9.3,
  "species": ["O", "C", "C", "C", "N", "C", "N", "H", "H", "H", "H"],
  "xyz": [[2.348, -1.370, -0.004], [1.266, -0.828, -0.094], [1.106, 0.635, -0.039], [-0.115, 1.171, 0.108], [-1.217, 0.343, 0.127], [-1.050, -0.993, -0.115], [0.079, -1.583, -0.262], [1.995, 1.253, -0.076], [-0.310, 2.235, 0.194], [-2.127, 0.702, 0.365], [-1.976, -1.563, -0.204]]
}



[5]
{
  "formula": "C4H4N2O",
  "method": "the ωB97M-V functional and the def2-TZVPD basis",
  "orbital_gap_ha": 0.3593,
  "energy_ha": -339.379070,
  "spin_multiplicity": 1,
  "relative_energy_kcal_mol": 127.1,
  "homo_ev": -9.0,
  "species": ["C", "O", "N", "C", "C", "N", "C", "H", "H", "H", "H"],
  "xyz": [[1.132, 1.081, 0.017], [1.829, -0.125, -0.008], [1.032, -1.185, -0.034], [-0.093, -0.607, -0.035], [-0.217, 0.736, 0.028], [-1.634, 0.776, -0.188], [-1.678, -0.737, 0.054], [1.512, 2.077, 0.225], [-2.473, 1.254, 0.422], [-1.793, -0.985, 1.147], [-2.529, -1.319, -0.562]]
}



[6]
{
  "formula": "C4H4N2O",
  "method": "the ωB97M-V functional and the def2-TZVPD basis",
  "orbital_gap_ha": 0.3394,
  "energy_ha": -339.411623,
  "spin_multiplicity": 1,
  "relative_energy_kcal_mol": 106.7,
  "homo_ev": -10.0,
  "species": ["O", "C", "C", "C", "N", "C", "N", "H", "H", "H", "H"],
  "xyz": [[2.200, -0.726, -0.045], [1.029, -0.470, -0.009], [0.276, 0.759, 0.085], [-0.934, 1.028, 0.120], [-1.850, 0.031, 0.060], [-1.268, -1.224, -0.036], [-0.010, -1.466, -0.067], [-2.853, 0.149, 0.083], [-1.968, -2.055, -0.088], [2.685, 2.341, 0.063], [2.693, 1.633, -0.166]]
}



[7]
{
  "formula": "C4H4N2O",
  "method": "the ωB97M-V functional and the def2-TZVPD basis",
  "orbital_gap_ha": [0.2750, 0.2751],
  "energy_ha": -339.383975,
  "spin_multiplicity": 1,
  "relative_energy_kcal_mol": 124.1,
  "homo_ev": [-7.3, -7.9],
  "species": ["C", "C", "C", "C", "N", "N", "O", "H", "H", "H", "H"],
  "xyz": [[3.398, 0.554, 0.045], [2.547, -2.073, 0.019], [1.192, -0.031, -0.081], [-0.268, 0.502, 0.104], [2.235, 0.781, -0.159], [1.438, -1.404, 0.006], [4.547, 0.514, 0.005], [-0.731, 0.027, -0.742], [-0.655, 0.375, 1.164], [0.018, 1.555, 0.047], [0.618, -1.975, 0.282]]
}



[8]
{
  "formula": "C4H4N2O",
  "method": "the ωB97M-V functional and the def2-TZVPD basis",
  "orbital_gap_ha": 0.3283,
  "energy_ha": -339.375212,
  "spin_multiplicity": 1,
  "relative_energy_kcal_mol": 129.6,
  "homo_ev": -8.6,
  "species": ["N", "C", "C", "N", "C", "C", "O", "H", "H", "H", "H"],
  "xyz": [[-0.856, 1.764, -1.547], [-0.333, 0.901, -0.798], [1.760, 0.390, -0.352], [1.729, -0.512, 0.451], [0.645, -1.175, 1.038], [-0.636, -0.885, 0.779], [-1.153, 0.051, -0.045], [-1.881, 1.735, -1.508], [1.257, 1.138, -1.020], [0.896, -1.962, 1.736], [-1.429, -1.444, 1.268]]
}